# C21H45BrN2O14P

A cluster of 5 separate species, C21H45BrN2O14P in total (the ωB97M-V functional and the def2-TZVPD basis, the OMol25 dataset).

```
84
Properties=species:S:1:pos:R:3:mulliken_charge:R:1
C 0.14 0.22 3.80 -0.978
C 0.01 0.19 2.48 -0.307
P -0.27 0.03 0.59 1.265
N 1.37 0.78 0.37 -0.612
N -0.93 1.69 0.61 -0.934
O 0.38 -1.58 0.70 -0.149
C -2.00 -0.76 1.00 -0.559
C -3.21 0.30 1.02 -0.403
C -4.68 -0.43 1.26 -0.492
Br -4.56 -2.34 1.78 -0.157
O -0.59 -0.04 -1.09 -0.527
C 0.28 -0.82 -1.91 -0.639
C -0.44 -2.25 -2.30 -0.204
C 0.60 -3.36 -2.84 -0.596
C 1.87 -3.65 -1.87 -0.574
H 0.36 0.00 4.90 0.357
H 1.56 1.32 1.24 0.318
H 2.05 0.00 0.32 0.156
H -0.72 2.20 1.48 0.257
H -0.49 2.27 -0.14 0.074
H 0.58 -1.74 1.66 0.240
H -1.85 -1.29 2.01 0.363
H -2.16 -1.59 0.20 0.207
H -3.35 0.87 0.01 0.150
H -3.11 1.03 1.92 0.168
H -5.22 0.13 2.12 0.339
H -5.30 -0.38 0.29 0.336
H 1.37 -0.94 -1.58 0.252
H 0.34 -0.27 -2.94 0.326
H -1.16 -1.98 -3.17 0.288
H -1.11 -2.63 -1.45 0.041
H 0.01 -4.36 -2.89 0.312
H 0.94 -3.16 -3.94 0.306
H 2.81 -3.34 -2.48 0.247
H 1.97 -4.75 -1.58 0.234
H 1.89 -2.98 -0.92 0.010
C 2.17 3.64 -1.01 -0.259
O 1.57 4.71 -0.27 -0.320
C 1.67 5.91 -0.86 0.776
O 2.20 6.15 -1.92 -0.542
O 1.07 6.81 -0.05 -0.319
C 1.09 8.15 -0.56 -0.602
H 2.04 2.72 -0.44 -0.176
H 1.68 3.52 -1.98 0.295
H 3.24 3.81 -1.14 0.361
H 0.56 8.21 -1.51 0.289
H 2.12 8.50 -0.66 0.258
H 0.58 8.78 0.17 0.236
C -7.35 -3.81 2.94 -0.554
O -7.83 -4.91 3.72 -0.335
C -7.30 -4.99 4.94 0.757
O -6.47 -4.25 5.42 -0.539
O -7.84 -6.06 5.56 -0.321
C -7.36 -6.28 6.89 -0.618
H -7.85 -3.84 1.97 0.260
H -7.59 -2.86 3.42 0.323
H -6.27 -3.90 2.77 0.097
H -7.59 -5.43 7.53 0.284
H -6.28 -6.47 6.88 0.292
H -7.86 -7.16 7.28 0.211
C 4.52 7.91 -8.32 -0.620
O 4.10 8.59 -7.14 -0.322
C 3.97 7.79 -6.06 0.754
O 4.17 6.60 -6.03 -0.534
O 3.57 8.56 -5.03 -0.343
C 3.39 7.84 -3.80 -0.516
H 4.59 8.64 -9.12 0.213
H 5.50 7.45 -8.18 0.286
H 3.78 7.15 -8.61 0.290
H 4.33 7.38 -3.48 0.303
H 2.61 7.08 -3.91 0.325
H 3.07 8.55 -3.04 0.187
C 5.61 -6.98 2.24 -0.641
O 4.83 -5.93 1.67 -0.328
C 3.55 -5.91 2.08 0.700
O 3.04 -6.68 2.86 -0.544
O 2.93 -4.88 1.48 -0.190
C 1.56 -4.73 1.82 -0.078
H 6.62 -6.90 1.84 0.222
H 5.66 -6.88 3.33 0.285
H 5.20 -7.96 1.96 0.285
H 1.45 -4.54 2.89 0.387
H 0.99 -5.62 1.53 0.303
H 1.16 -3.87 1.28 -0.393
```

Properties
HOMO-LUMO gap ... 0.26456 Eh
LUMO level ... 2.18 eV
Charge ... -1
Largest force on an atom ... 8.91 eV/A
DFT total energy ... -133480.6842 eV